Entry from the Open Molecules 2025 dataset: 4 unconnected molecules or ions with the total composition CH12N3O3 at a distorted geometry (ωB97M-V/def2-TZVPD).

CARTESIAN COORDINATES (ANGSTROEM)
N: -1.160 -2.279 -0.565
C: -0.130 -1.386 -0.964
N: 1.174 -1.641 -0.617
N: -0.424 -0.211 -1.563
H: -0.783 -3.080 -0.045
H: -2.002 -1.774 -0.360
H: 1.957 -0.923 -0.797
H: 1.524 -2.487 -0.244
H: 0.222 0.522 -1.675
H: -1.311 0.157 -1.743
H: 0.181 2.798 2.168
H: 1.697 2.413 2.211
O: 0.810 2.091 1.921
H: -3.188 0.672 0.685
H: -1.893 0.679 1.382
O: -2.222 0.216 0.601
H: 1.281 1.299 0.546
H: 2.334 1.871 -0.653
O: 1.931 1.065 -0.289

For the frontier orbital gap, the calculation gives 11.542 eV. Its lowest unoccupied orbital energy is -2.94 eV. The HOMO energy comes out at -0.5323 Ha. The total charge is +1.

---

Entry from the Open Molecules 2025 dataset: 4 unconnected molecules or ions with the total composition CH12NO3 at a distorted geometry (ωB97M-V/def2-TZVPD).

CARTESIAN COORDINATES (ANGSTROEM)
C: -1.234 0.206 -0.917
N: -0.004 0.586 -0.108
H: -1.344 0.816 -1.814
H: -1.129 -0.799 -1.330
H: -2.031 0.424 -0.214
H: 0.799 0.331 -0.697
H: 0.043 0.116 0.794
H: 0.063 1.581 0.106
H: 2.998 1.797 0.030
H: 2.652 1.659 1.478
O: 2.224 1.687 0.618
H: -2.291 -3.832 3.604
H: -3.009 -2.639 3.106
O: -2.155 -2.862 3.487
H: 1.425 -0.439 -2.501
H: 1.211 0.915 -3.147
O: 1.782 0.452 -2.495

For the frontier orbital gap, the calculation gives 10.658 eV. Its lowest unoccupied orbital energy is -3.43 eV. The HOMO energy comes out at -0.5177 Ha. The total charge is +1.

---

Entry from the Open Molecules 2025 dataset: a molecular structure, CH12Na6O9 at a distorted geometry (ωB97M-V/def2-TZVPD).

CARTESIAN COORDINATES (ANGSTROEM)
Na: 3.509 0.242 0.819
Na: -2.617 0.579 2.172
Na: 1.053 0.491 3.276
Na: -0.232 2.703 -1.505
Na: -1.379 -2.223 3.427
Na: -0.721 3.265 2.093
C: -0.200 0.338 0.593
O: -0.903 1.363 0.425
O: 0.958 0.307 0.262
O: -0.676 -0.584 1.264
O: 1.532 1.181 -2.653
H: 1.521 0.334 -2.208
H: 2.447 1.460 -2.616
O: -3.068 -2.068 -1.120
H: -3.137 -2.640 -0.355
H: -2.593 -1.300 -0.802
O: 0.478 -3.242 1.510
H: 1.336 -3.230 1.936
H: 0.304 -2.325 1.297
O: -2.767 1.338 -1.632
H: -2.220 1.126 -0.875
H: -3.330 2.051 -1.329
O: 2.511 2.767 -0.434
H: 2.029 1.978 -0.184
H: 3.088 2.481 -1.142
O: 1.203 -2.154 -1.087
H: 0.950 -1.363 -0.610
H: 0.924 -2.874 -0.522

For the frontier orbital gap (spin up / spin down), the calculation gives 4.997 / 7.124 eV. Its lowest unoccupied orbital energy (spin up / spin down) is -10.45 / -11.27 eV. The HOMO energy (spin up / spin down) comes out at -0.5676 / -0.6758 Ha. Its spin multiplicity is 2. The total charge is +3.

---

Entry from the Open Molecules 2025 dataset: 5 unconnected molecules or ions with the total composition CH12O4S2 at a distorted geometry (ωB97M-V/def2-TZVPD).

CARTESIAN COORDINATES (ANGSTROEM)
C: -1.990 0.306 -1.363
S: -0.466 0.149 -2.369
S: 0.634 1.803 -1.879
H: -2.578 -0.497 -1.778
H: -2.401 1.281 -1.525
H: -1.692 0.203 -0.290
H: 0.223 2.828 -2.655
O: 0.617 -1.971 -0.193
H: -0.293 -1.730 -0.003
H: 0.857 -2.393 0.642
O: -0.833 -1.497 2.262
H: -0.449 -0.607 2.189
H: -0.925 -1.553 3.228
O: 0.330 1.167 1.376
H: 0.655 1.449 2.249
H: 1.169 0.746 1.092
O: 2.676 0.154 -0.058
H: 2.091 -0.612 -0.189
H: 2.374 0.775 -0.738

For the frontier orbital gap, the calculation gives 9.521 eV. Its lowest unoccupied orbital energy is 0.41 eV. The HOMO energy comes out at -0.3349 Ha. The total charge is 0. Its SMILES is CSS.O.O.O.O.

---

Entry from the Open Molecules 2025 dataset: 5 unconnected molecules or ions with the total composition CH12O4S2 at a distorted geometry (ωB97M-V/def2-TZVPD).

CARTESIAN COORDINATES (ANGSTROEM)
C: -0.721 -1.414 5.183
S: 0.860 -0.699 4.545
S: 0.084 0.091 2.767
H: -0.507 -2.161 5.937
H: -1.248 -1.984 4.412
H: -1.416 -0.638 5.585
H: -1.025 -0.602 2.913
H: -1.664 3.047 -2.897
H: -1.166 1.815 -2.266
O: -0.832 2.579 -2.768
H: -0.199 -0.845 -1.978
H: -1.376 -1.024 -1.253
O: -1.027 -0.333 -1.849
H: 1.461 -0.120 -3.539
H: 2.087 -1.478 -3.389
O: 1.249 -1.068 -3.656
H: 1.164 1.772 -3.032
H: 2.232 1.626 -1.898
O: 2.045 1.438 -2.819

For the frontier orbital gap (spin up / spin down), the calculation gives 7.312 / 4.379 eV. Its lowest unoccupied orbital energy (spin up / spin down) is -5.76 / -8.69 eV. The HOMO energy (spin up / spin down) comes out at -0.4802 / -0.4802 Ha. Its spin multiplicity is 2. The total charge is +1.

---

Entry from the Open Molecules 2025 dataset: 5 unconnected molecules or ions with the total composition CH12O5 at a distorted geometry (ωB97M-V/def2-TZVPD).

CARTESIAN COORDINATES (ANGSTROEM)
C: 2.601 0.027 1.105
O: 1.283 -0.292 0.673
H: 2.652 0.580 2.046
H: 3.177 0.559 0.344
H: 3.040 -0.956 1.292
H: 0.798 0.516 0.468
O: -1.160 2.658 -2.010
H: -1.163 1.922 -2.622
H: -0.501 2.409 -1.335
O: -2.038 -2.875 0.771
H: -2.187 -3.644 0.251
H: -1.507 -2.306 0.213
O: -0.087 -1.710 -1.272
H: -0.096 -1.412 -2.189
H: 0.806 -1.424 -1.012
O: -0.415 2.035 0.960
H: -1.337 2.306 1.007
H: 0.023 2.501 1.659

For the frontier orbital gap, the calculation gives 10.879 eV. Its lowest unoccupied orbital energy is 0.25 eV. The HOMO energy comes out at -0.3905 Ha. The total charge is 0. Its SMILES is CO.O.O.O.O.

---

Entry from the Open Molecules 2025 dataset: 6 unconnected molecules or ions with the total composition CH12O6 at a distorted geometry (ωB97M-V/def2-TZVPD).

CARTESIAN COORDINATES (ANGSTROEM)
O: 3.592 -0.986 -1.736
C: 3.382 -1.609 -0.666
H: 2.400 -1.880 -0.149
H: 4.129 -1.978 0.070
H: -1.108 -0.134 2.704
H: -0.835 -1.574 3.309
O: -0.534 -0.903 2.631
H: -2.305 -0.642 -1.701
H: -0.912 -0.608 -1.501
O: -1.684 -0.052 -1.272
H: -1.287 2.903 -0.173
H: -1.843 1.490 -0.105
O: -1.998 2.375 0.224
H: 0.744 -1.220 -3.542
H: 1.622 -0.450 -2.841
O: 0.648 -0.495 -2.762
H: -1.924 2.032 1.990
H: -0.606 1.976 2.649
O: -1.481 1.755 2.870

For the frontier orbital gap (spin up / spin down), the calculation gives 2.708 / 6.150 eV. Its lowest unoccupied orbital energy (spin up / spin down) is 3.12 / 3.09 eV. The HOMO energy (spin up / spin down) comes out at 0.0150 / -0.1124 Ha. Its spin multiplicity is 2. The total charge is -1.

---

Entry from the Open Molecules 2025 dataset: 5 unconnected molecules or ions with the total composition CH13N2O4 at a distorted geometry (ωB97M-V/def2-TZVPD).

CARTESIAN COORDINATES (ANGSTROEM)
N: 0.562 -1.550 -1.206
C: 0.572 -1.072 0.020
N: -0.249 -0.102 0.332
H: -0.285 -1.416 -1.727
H: 1.117 -2.308 -1.539
H: 1.350 -1.269 0.735
H: -0.067 0.371 1.189
H: -1.132 -0.014 -0.156
H: -0.498 1.392 -1.835
H: -0.826 2.386 -2.934
O: -1.215 1.932 -2.177
H: -0.803 -0.678 3.416
H: 0.186 0.590 3.449
O: 0.090 -0.347 3.304
H: 3.156 1.071 2.302
H: 3.281 1.634 0.880
O: 2.840 0.955 1.401
H: -2.792 0.273 -1.845
H: -2.675 -1.252 -2.150
O: -2.612 -0.597 -1.461

For the frontier orbital gap, the calculation gives 11.757 eV. Its lowest unoccupied orbital energy is -3.32 eV. The HOMO energy comes out at -0.5542 Ha. The total charge is +1.